(1)
Entry from the OMol25 dataset: 9 unconnected molecules or ions with the total composition C16H48BF4O16 in a non-equilibrium geometry (ωB97M-V/def2-TZVPD).

The calculated total energy comes out at -61677.66954 eV. The frontier orbital gap is 0.3319 hartree. The value obtained for the LUMO energy is 0.0874 Eh. The charge is -1.

Each line ends with the Mulliken charge.
Element x y z (Å)
B: 0.053790 0.098866 -0.255615  0.14
F: 0.741390 0.466596 0.788665  0.53
F: -1.150450 -0.356434 0.165375  -0.13
F: -0.064870 1.092196 -1.229915  -0.50
F: 0.715080 -0.937884 -1.001175  -0.24
C: -2.639610 2.932166 0.914185  -0.39
C: -2.620440 3.216926 -0.613445  -0.65
O: -2.590990 2.070586 -1.496445  -0.49
O: -1.440670 2.494396 1.477605  -0.51
H: -3.444990 2.203266 1.004605  0.14
H: -2.784720 3.901086 1.391905  0.39
H: -2.244370 4.187706 -0.936335  0.48
H: -3.635220 3.599886 -0.721465  0.34
H: -1.694760 1.727506 -1.470735  0.29
H: -1.078630 1.703856 1.070705  0.08
C: 1.125000 5.704506 -2.662165  -0.39
C: 0.470750 4.667576 -3.373955  -0.38
O: -0.734500 4.221236 -2.681505  -0.50
O: 2.156660 5.325006 -1.774755  -0.54
H: 0.438900 6.315256 -2.075345  0.25
H: 1.613130 6.304706 -3.430005  0.36
H: 0.981510 3.764456 -3.708025  0.30
H: 0.180540 5.183076 -4.289455  0.28
H: -0.453770 3.516596 -2.093055  0.22
H: 1.784430 5.065936 -0.928635  0.30
C: 0.499080 -3.142494 1.734455  0.34
C: 1.148200 -4.323474 2.452555  -0.80
O: 1.463280 -4.250194 3.865675  -0.49
O: 1.053470 -1.897634 2.185695  -0.45
H: -0.576200 -3.056874 1.891125  0.03
H: 0.628090 -3.145934 0.652115  0.11
H: 2.182130 -4.314834 2.107575  0.31
H: 0.627030 -5.241964 2.182615  0.32
H: 1.819000 -5.087614 4.171945  0.28
H: 1.071990 -1.325144 1.415295  0.10
C: 4.140720 -0.652194 -0.406485  -0.29
C: 4.108130 -1.187484 -1.930515  -0.17
O: 4.075530 -2.625574 -1.763855  -0.54
O: 4.862770 0.570716 -0.226315  -0.54
H: 4.750290 -1.389994 0.115215  0.44
H: 3.155810 -0.784914 0.041215  0.10
H: 4.982290 -0.907054 -2.518135  0.50
H: 3.228530 -0.748324 -2.401195  -0.01
H: 4.374630 -2.996454 -2.597275  0.27
H: 5.432940 0.465766 0.538855  0.32
C: 0.416420 -2.851254 -3.977625  -0.49
C: 0.893790 -1.747664 -4.927905  -0.37
O: 1.444250 -2.278874 -6.062315  -0.55
O: -0.692080 -2.431344 -3.110115  -0.68
H: 1.297730 -3.352944 -3.578015  0.29
H: 0.039660 -3.681564 -4.574895  0.43
H: 1.472860 -1.000894 -4.384675  0.15
H: 0.155080 -1.035184 -5.295005  0.38
H: 1.613390 -1.559414 -6.674995  0.31
H: -0.418910 -1.931614 -2.337295  0.24
C: -2.466990 -2.082764 4.164815  -0.83
C: -2.147050 -0.772934 3.509565  0.30
O: -1.077230 -0.223504 4.110715  -0.40
O: -1.330110 -2.796954 4.746045  -0.44
H: -3.017850 -2.623004 3.394885  0.35
H: -3.235110 -1.754994 4.865275  0.38
H: -3.043990 -0.154654 3.546065  0.51
H: -2.017320 -0.991734 2.449665  -0.41
H: -1.275640 0.697746 4.293855  0.27
H: -1.677270 -3.651794 5.011235  0.27
C: 1.929570 2.264276 4.896045  -1.04
C: 1.466970 1.884256 3.467155  0.54
O: 1.937230 0.588026 3.218565  -0.43
O: 1.370350 1.421856 5.859215  -0.47
H: 1.739860 3.317976 5.100555  0.45
H: 3.019310 2.243796 4.908205  0.34
H: 1.963800 2.645466 2.865645  0.32
H: 0.381110 1.951396 3.400015  -0.23
H: 1.981750 0.595986 2.259635  0.13
H: 0.703040 1.988646 6.252975  0.29
C: -4.188580 -2.336664 -2.342545  -0.58
C: -3.739910 -0.873104 -1.960845  0.96
O: -4.522680 -0.340894 -0.889945  -0.64
O: -3.353480 -2.694794 -3.399685  -0.51
H: -5.254380 -2.560774 -2.386545  0.36
H: -3.982120 -3.010984 -1.511415  0.30
H: -3.837980 -0.310564 -2.889305  0.26
H: -2.657530 -0.866854 -1.832275  -0.73
H: -4.128110 0.521896 -0.743275  0.30
H: -2.472770 -2.631004 -3.023015  0.45

Atomic forces in eV per Å
-0.4302 -1.8438 -3.4315
2.3603 1.5601 2.4705
-1.7564 -0.3520 0.1521
-0.3577 1.4630 -0.3054
0.2147 -0.6288 0.3633
1.0139 0.0374 -1.9387
-2.5429 0.1737 0.3758
0.1044 1.4278 1.0424
0.6874 0.0542 0.6353
-0.2097 0.0365 0.6959
-0.7317 -0.1361 0.1076
1.8489 -0.5886 -0.2109
-0.8558 -0.4814 -0.0480
0.3996 -0.4324 -0.0943
-0.3108 -0.2288 -0.0947
2.4640 1.9065 1.5012
-3.2638 -2.1114 -1.2021
0.8179 0.4041 -0.6926
0.6470 -0.3323 0.3549
-0.4971 0.1358 -0.5649
0.2333 0.4742 0.2499
0.7979 0.3162 0.3214
-0.7946 -0.3814 -0.2599
-0.0892 -0.2640 0.0947
-0.0771 -0.1058 0.0203
-0.4204 1.5321 1.2437
2.0684 0.0536 -0.2129
-1.6683 0.7837 0.2874
0.2744 -0.8863 -0.0818
-0.2737 -0.4406 0.2565
0.2634 -0.9583 -0.0825
-0.0760 -0.5013 -1.2047
-0.0403 -0.1069 0.0494
-0.0687 -0.0812 -0.4244
-0.0222 0.1077 0.2291
1.7798 -1.6301 -1.1143
-0.0192 0.4740 2.3185
-0.2309 0.7709 -0.5332
-0.9339 0.3262 -0.4280
-0.1157 -0.4677 -0.1407
-0.2331 0.9523 -0.1499
0.2067 0.2213 0.3375
-0.2567 -0.4749 -0.2037
-0.1215 -0.1796 -0.0360
-0.1679 -0.0203 -0.0289
-1.1563 0.1962 -0.6693
-1.6717 1.9175 1.2658
1.6319 -1.1591 -1.2581
1.5076 -0.8384 -0.9687
-0.0004 0.5573 1.2507
-0.6299 0.2889 -0.2581
1.1986 -0.4077 0.3037
-1.3818 -0.5056 0.5132
0.0763 -0.1263 -0.0491
0.8438 0.2472 0.2656
-0.6442 -0.3310 0.6176
-0.7593 -1.3682 -1.7150
1.6464 1.7988 1.0891
-1.5410 1.0719 -0.9370
0.1793 -0.7649 0.0578
0.1392 -0.8453 1.1075
-0.2264 0.1242 0.1327
0.6566 0.4081 -0.3591
0.3591 0.0310 -0.0364
0.0708 -0.0988 0.0060
0.3136 0.2232 -1.5840
0.7997 0.6119 2.1469
0.2972 0.6617 -0.4842
-0.2452 0.3514 0.7332
-0.5369 0.2452 -0.0061
0.1945 -0.6288 0.0974
-0.2069 0.0523 -0.6681
-0.1210 0.0907 -0.2375
0.0442 -0.8101 -0.0714
-0.2392 -0.5309 0.3856
1.1196 0.8040 2.2410
-1.5464 -1.2269 -0.8600
0.7342 -0.3119 -0.5681
-1.1084 -0.5180 -0.9121
-0.1827 0.7729 -1.3372
0.4940 0.0407 0.6418
-0.4795 0.3869 -0.0590
0.0511 -0.1794 0.8595
0.0607 0.3785 0.2057
0.6422 -0.1862 -0.5058

***

(2)
Entry from the OMol25 dataset: a single C4H6N2 molecule (ωB97M-V/def2-TZVPD).

The calculated total energy comes out at -7220.65540 eV. The frontier orbital gap is 0.3247 hartree. The value obtained for the LUMO energy is 0.0378 Eh.

Each line ends with the Mulliken charge.
Element x y z (Å)
C: 0.255701 1.221031 0.717393  -1.18
C: -0.041174 -0.084124 -0.014359  0.62
C: -1.016249 -1.093589 0.450517  -0.47
C: -1.327074 -0.457934 -0.636755  -0.42
N: 1.107349 -1.251521 -1.802193  -0.71
N: 1.163108 -0.594322 -0.789710  0.24
H: 1.316339 1.491611 0.622945  0.38
H: -0.335048 2.045042 0.300785  0.27
H: 0.036881 1.142570 1.788649  0.30
H: -1.245860 -1.836907 1.200693  0.38
H: -1.997938 -0.286733 -1.464683  0.37
H: 2.068853 -0.296738 -0.358361  0.23

Atomic forces in eV per Å
0.0395 -0.0531 -0.0439
0.0395 0.1532 0.0625
-0.1030 0.0683 -0.1835
-0.0569 -0.1743 0.1747
0.0514 0.3350 0.5143
0.0072 -0.2454 -0.3178
-0.1814 -0.0241 -0.0026
0.1349 -0.1507 0.0915
0.0012 0.0097 -0.2393
0.0676 0.1141 -0.1633
0.1022 0.0095 0.1735
-0.1022 -0.0423 -0.0662

***

Which of these has the lowest frontier orbital gap? C4H6N2